1.
This record from the OMol25 dataset describes 5 unconnected molecules or ions with the total composition C30H72BNO19P4 at a distorted geometry. The level of theory is ωB97M-V/def2-TZVPD.

Last columns: bonded neighbours and bond lengths (Å).
Geometry (Å):
1 N 4.6835 1.8733 1.4324  C2 1.471, H12 1.027, H13 1.028
2 C 4.5942 2.5509 0.1302  N1 1.471, O3 1.262, C4 1.598
3 O 5.6588 2.5940 -0.5466  C2 1.262
4 C 3.3086 3.2772 -0.4814  C2 1.598, C5 1.620, H14 1.137, H15 1.152
5 C 2.9816 4.6899 0.2421  C4 1.620, B6 1.619, H16 1.155, H17 1.152
6 B 1.5003 4.7751 0.8903  C5 1.619, C7 1.619, H18 1.197
7 C 0.5920 3.5246 1.3729  B6 1.619, C8 1.621, H19 1.137, H20 1.154
8 C -0.9122 3.6230 0.7774  C7 1.621, O9 1.451, H21 1.152, H22 1.152
9 O -1.5000 2.3085 0.9559  C8 1.451, C10 1.429
10 C -2.6861 2.1739 0.1694  O9 1.429, O11 1.258, H23 1.141
11 O -2.6560 2.1240 -1.0873  C10 1.258
12 H 4.4637 2.4902 2.2231  N1 1.027
13 H 4.1438 0.9994 1.4663  N1 1.028
14 H 2.3716 2.6369 -0.5424  C4 1.137
15 H 3.5746 3.5457 -1.5691  C4 1.152
16 H 3.7693 4.8238 1.0760  C5 1.155
17 H 3.0837 5.5711 -0.4931  C5 1.152
18 H 1.0441 5.8671 1.0691  B6 1.197
19 H 1.0730 2.5104 1.1887  C7 1.137
20 H 0.4623 3.6327 2.5146  C7 1.154
21 H -0.8842 3.9369 -0.3302  C8 1.152
22 H -1.4948 4.4640 1.3068  C8 1.152
23 H -3.7106 2.0573 0.6571  C10 1.141
24 O 2.5606 -0.4615 -1.4504  P25 1.535
25 P 2.9394 -1.1038 -2.7919  O24 1.535, O26 1.656, O29 1.661, O32 1.710
26 O 1.5219 -1.9448 -2.9514  P25 1.656, C27 1.423
27 C 0.3537 -1.2243 -3.3281  O26 1.423, C28 1.518, H35 1.094, H36 1.093
28 C 0.3626 -0.8997 -4.8110  C27 1.518, H37 1.094, H38 1.092, H39 1.093
29 O 3.8662 -2.2839 -2.0793  P25 1.661, C30 1.426
30 C 4.7068 -1.9569 -0.9747  O29 1.426, C31 1.518, H40 1.093, H41 1.093
31 C 4.0924 -2.4903 0.3072  C30 1.518, H42 1.091, H43 1.093, H44 1.094
32 O 3.4038 -1.7466 -4.3065  P25 1.710, C33 1.425
33 C 3.8250 -3.0895 -4.5325  O32 1.425, C34 1.515, H45 1.092, H46 1.095
34 C 2.7557 -4.1394 -4.3081  C33 1.515, H47 1.091, H48 1.093, H49 1.092
35 H 0.2619 -0.3126 -2.7313  C27 1.094
36 H -0.5052 -1.8595 -3.0980  C27 1.093
37 H 1.1791 -0.2137 -5.0532  C28 1.094
38 H -0.5793 -0.4359 -5.1112  C28 1.092
39 H 0.5156 -1.8037 -5.4052  C28 1.093
40 H 4.8822 -0.8801 -0.9134  C30 1.093
41 H 5.6767 -2.4323 -1.1415  C30 1.093
42 H 3.0596 -2.1589 0.4292  C31 1.091
43 H 4.6693 -2.1717 1.1796  C31 1.093
44 H 4.0684 -3.5837 0.2867  C31 1.094
45 H 4.7314 -3.3121 -3.9654  C33 1.092
46 H 4.1189 -3.1301 -5.5861  C33 1.095
47 H 2.5172 -4.2492 -3.2488  C34 1.091
48 H 3.0994 -5.1116 -4.6711  C34 1.093
49 H 1.8328 -3.8794 -4.8313  C34 1.092
50 O -3.5470 -0.0084 -5.6946  P51 1.534
51 P -4.3304 -1.2886 -6.0111  O50 1.534, O52 1.656, O55 1.661, O58 1.710
52 O -5.7009 -0.5287 -6.5461  P51 1.656, C53 1.422
53 C -5.6674 0.0860 -7.8276  O52 1.422, C54 1.518, H61 1.094, H62 1.093
54 C -5.7711 -0.9479 -8.9345  C53 1.518, H63 1.094, H64 1.092, H65 1.092
55 O -4.7588 -1.5636 -4.4298  P51 1.661, C56 1.426
56 C -3.8216 -1.3125 -3.3853  O55 1.426, C57 1.518, H66 1.093, H67 1.094
57 C -4.2053 -0.0406 -2.6507  C56 1.518, H68 1.091, H69 1.091, H70 1.095
58 O -5.0474 -2.7893 -6.4083  P51 1.710, C59 1.426
59 C -6.0767 -3.4301 -5.6579  O58 1.426, C60 1.515, H71 1.092, H72 1.095
60 C -7.4015 -2.6951 -5.6358  C59 1.515, H73 1.091, H74 1.093, H75 1.092
61 H -4.7584 0.6837 -7.9378  C53 1.094
62 H -6.5206 0.7664 -7.8817  C53 1.093
63 H -4.8948 -1.6022 -8.9377  C54 1.094
64 H -5.8449 -0.4641 -9.9102  C54 1.092
65 H -6.6468 -1.5847 -8.7898  C54 1.092
66 H -2.8010 -1.2551 -3.7724  C56 1.093
67 H -3.8574 -2.1596 -2.6943  C56 1.094
68 H -4.3344 0.7988 -3.3354  C57 1.091
69 H -3.4529 0.2248 -1.9073  C57 1.091
70 H -5.1647 -0.1736 -2.1402  C57 1.095
71 H -5.7315 -3.6654 -4.6488  C59 1.092
72 H -6.2372 -4.3958 -6.1475  C59 1.095
73 H -7.3451 -1.7843 -5.0373  C60 1.091
74 H -8.1775 -3.3291 -5.1990  C60 1.093
75 H -7.7112 -2.4115 -6.6442  C60 1.092
76 O 6.9807 5.2777 5.9412  P77 1.534
77 P 8.2491 4.4225 5.8285  O76 1.534, O78 1.655, O81 1.662, O84 1.710
78 O 7.6493 3.3653 4.7047  P77 1.655, C79 1.423
79 C 7.5155 3.8197 3.3631  O78 1.423, C80 1.518, H87 1.094, H88 1.093
80 C 8.8604 3.8524 2.6608  C79 1.518, H89 1.094, H90 1.091, H91 1.092
81 O 7.9403 3.5640 7.2175  P77 1.662, C82 1.425
82 C 7.3951 4.2259 8.3560  O81 1.425, C83 1.518, H92 1.093, H93 1.093
83 C 5.9297 3.8582 8.5045  C82 1.518, H94 1.091, H95 1.093, H96 1.094
84 O 9.7552 3.6186 5.7322  P77 1.710, C85 1.425
85 C 10.0443 2.3475 6.3089  O84 1.425, C86 1.515, H97 1.092, H98 1.095
86 C 9.2786 1.1859 5.7083  C85 1.515, H99 1.091, H100 1.093, H101 1.092
87 H 7.0410 4.8051 3.3413  C79 1.094
88 H 6.8522 3.1199 2.8489  C79 1.093
89 H 9.5209 4.5928 3.1214  C80 1.094
90 H 8.7398 4.1054 1.6060  C80 1.091
91 H 9.3609 2.8845 2.7360  C80 1.092
92 H 7.5282 5.3083 8.2884  C82 1.093
93 H 7.9487 3.8872 9.2357  C82 1.093
94 H 5.3723 4.0388 7.5841  C83 1.091
95 H 5.4641 4.4259 9.3144  C83 1.093
96 H 5.8300 2.7915 8.7254  C83 1.094
97 H 9.9359 2.3810 7.3952  C85 1.092
98 H 11.1097 2.1782 6.1239  C85 1.095
99 H 8.2217 1.2196 5.9784  C86 1.091
100 H 9.6824 0.2383 6.0743  C86 1.093
101 H 9.3433 1.1934 4.6181  C86 1.092
102 O -7.5179 -3.3161 0.2473  P103 1.534
103 P -7.1661 -2.3299 1.3677  O102 1.534, O104 1.656, O107 1.661, O110 1.710
104 O -5.6883 -2.9873 1.7226  P103 1.656, C105 1.421
105 C -4.6184 -2.7528 0.8165  O104 1.421, C106 1.518, H113 1.094, H114 1.092
106 C -4.0665 -1.3476 0.9730  C105 1.518, H115 1.094, H116 1.092, H117 1.093
107 O -8.0990 -3.1009 2.5059  P103 1.661, C108 1.426
108 C -9.3683 -3.6371 2.1401  O107 1.426, C109 1.518, H118 1.093, H119 1.093
109 C -9.2740 -5.1495 2.0488  C108 1.518, H120 1.091, H121 1.093, H122 1.094
110 O -6.8623 -1.1076 2.5249  P103 1.710, C111 1.426
111 C -6.9256 -1.2828 3.9382  O110 1.426, C112 1.515, H123 1.092, H124 1.095
112 C -5.8807 -2.2181 4.5124  C111 1.515, H125 1.091, H126 1.093, H127 1.092
113 H -4.9468 -2.9294 -0.2117  C105 1.094
114 H -3.8362 -3.4804 1.0447  C105 1.092
115 H -4.8156 -0.6028 0.6884  C106 1.094
116 H -3.1842 -1.2034 0.3462  C106 1.092
117 H -3.7958 -1.1499 2.0129  C106 1.093
118 H -9.7281 -3.2042 1.2037  C108 1.093
119 H -10.0840 -3.3611 2.9190  C108 1.093
120 H -8.4601 -5.4651 1.3942  C109 1.091
121 H -10.2090 -5.5781 1.6784  C109 1.093
122 H -9.0636 -5.5736 3.0349  C109 1.094
123 H -7.9332 -1.5676 4.2486  C111 1.092
124 H -6.7558 -0.2887 4.3639  C111 1.095
125 H -6.0776 -3.2560 4.2386  C112 1.091
126 H -5.8807 -2.1593 5.6039  C112 1.093
127 H -4.8823 -1.9626 4.1504  C112 1.092

Summary:
Net charge ... 0
E_tot ... -110494.35290 eV
2S+1 ... 1
HOMO-LUMO gap ... 0.2897 Ha


2.
This record from the OMol25 dataset describes 10 unconnected molecules or ions with the total composition C30H72N14O13PS at a distorted geometry. The level of theory is ωB97M-V/def2-TZVPD.

Last columns: bonded neighbours and bond lengths (Å).
Geometry (Å):
1 C 1.8770 -0.9342 4.9574  S2 1.842, H15 1.150, H16 1.152, H17 1.136
2 S 2.5310 0.4720 3.9643  C1 1.842, O3 1.509, O4 1.516, N5 1.734
3 O 3.4242 -0.0035 2.8443  S2 1.509
4 O 3.3841 1.2933 4.9115  S2 1.516
5 N 1.3387 1.5589 3.3298  S2 1.734, C6 1.343, H18 1.041
6 C 0.0803 1.2661 2.9642  N5 1.343, N7 1.445, N14 1.444
7 N -0.5550 -0.0278 3.0714  C6 1.445, C8 1.440
8 C -1.8974 0.2021 2.6028  N7 1.440, P9 1.888, N13 1.428
9 P -3.0600 -1.2838 2.6670  C8 1.888, N10 1.611, O11 1.708, O12 1.682
10 N -4.1458 -1.0874 3.8402  P9 1.611, H19 1.041
11 O -2.1299 -2.6486 3.1013  P9 1.708, H20 0.991
12 O -3.7798 -1.4713 1.1583  P9 1.682, H21 0.988
13 N -2.1117 1.5471 2.1732  C8 1.428, N14 1.354, H22 1.027
14 N -0.9180 2.1439 2.4007  C6 1.444, N13 1.354, H23 1.034
15 H 2.7360 -1.6299 5.2749  C1 1.150
16 H 1.2157 -1.5768 4.2672  C1 1.152
17 H 1.2325 -0.6064 5.8334  C1 1.136
18 H 1.6354 2.5502 3.2120  N5 1.041
19 H -3.9811 -0.1582 4.2802  N10 1.041
20 H -1.7585 -2.3791 3.9800  O11 0.991
21 H -4.6289 -0.9670 1.1748  O12 0.988
22 H -2.9853 1.9305 1.7937  N13 1.027
23 H -0.7363 3.1394 2.1898  N14 1.034
24 C 4.3253 4.4988 1.4977  O25 1.221, N26 1.360, H29 1.101
25 O 3.1701 4.8767 1.3847  C24 1.221
26 N 4.8054 3.3060 1.0539  C24 1.360, C27 1.449, C28 1.448
27 C 6.1920 2.9204 1.2257  N26 1.449, H30 1.093, H31 1.093, H32 1.091
28 C 3.8979 2.3945 0.3894  N26 1.448, H33 1.093, H34 1.092, H35 1.090
29 H 5.0920 5.1189 1.9878  C24 1.101
30 H 6.6379 2.7468 0.2432  C27 1.093
31 H 6.2342 2.0006 1.8150  C27 1.093
32 H 6.7540 3.7011 1.7402  C27 1.091
33 H 3.4814 2.8867 -0.4929  C28 1.093
34 H 3.0817 2.1448 1.0714  C28 1.092
35 H 4.4170 1.4837 0.0913  C28 1.090
36 C -3.7000 -1.6490 -2.0397  O37 1.221, N38 1.359, H41 1.101
37 O -2.9915 -0.6876 -2.2961  C36 1.221
38 N -4.4536 -2.3341 -2.9395  C36 1.359, C39 1.450, C40 1.451
39 C -5.2700 -3.4684 -2.5530  N38 1.450, H42 1.092, H43 1.092, H44 1.091
40 C -4.4420 -1.9195 -4.3297  N38 1.451, H45 1.093, H46 1.093, H47 1.093
41 H -3.7823 -2.0467 -1.0165  C36 1.101
42 H -4.9414 -4.3497 -3.1082  C39 1.092
43 H -6.3138 -3.2543 -2.7934  C39 1.092
44 H -5.1820 -3.6667 -1.4834  C39 1.091
45 H -3.4187 -1.9748 -4.7112  C40 1.093
46 H -4.7858 -0.8842 -4.3977  C40 1.093
47 H -5.0933 -2.5635 -4.9254  C40 1.093
48 C 0.7877 -4.4101 4.2510  O49 1.219, N50 1.359, H53 1.103
49 O 1.2722 -4.4153 5.3697  C48 1.219
50 N 1.3687 -4.9292 3.1380  C48 1.359, C51 1.450, C52 1.451
51 C 0.7247 -4.8811 1.8403  N50 1.450, H54 1.092, H55 1.093, H56 1.091
52 C 2.6747 -5.5521 3.2501  N50 1.451, H57 1.092, H58 1.093, H59 1.091
53 H -0.2004 -3.9631 4.0526  C48 1.103
54 H 0.5859 -5.9008 1.4752  C51 1.092
55 H 1.3635 -4.3286 1.1472  C51 1.093
56 H -0.2465 -4.3873 1.9030  C51 1.091
57 H 2.6161 -6.3832 3.9564  C52 1.092
58 H 3.3902 -4.8189 3.6309  C52 1.093
59 H 3.0069 -5.9192 2.2784  C52 1.091
60 C -4.2949 -6.6043 1.0490  O61 1.218, N62 1.362, H65 1.102
61 O -3.8209 -6.0185 0.0926  C60 1.218
62 N -3.9890 -6.3554 2.3529  C60 1.362, C63 1.449, C64 1.449
63 C -4.5959 -7.0952 3.4415  N62 1.449, H66 1.093, H67 1.093, H68 1.091
64 C -3.0257 -5.3168 2.6595  N62 1.449, H69 1.090, H70 1.093, H71 1.090
65 H -5.0357 -7.4102 0.9249  C60 1.102
66 H -5.1303 -6.3983 4.0920  C63 1.093
67 H -3.8112 -7.5985 4.0117  C63 1.093
68 H -5.2969 -7.8406 3.0638  C63 1.091
69 H -3.3859 -4.3685 2.2607  C64 1.090
70 H -2.0741 -5.5601 2.1806  C64 1.093
71 H -2.8831 -5.2317 3.7372  C64 1.090
72 C -2.4423 5.2952 1.0116  O73 1.226, N74 1.354, H77 1.103
73 O -2.0220 5.1434 2.1536  C72 1.226
74 N -2.1316 6.3290 0.1950  C72 1.354, C75 1.450, C76 1.452
75 C -2.6712 6.4388 -1.1463  N74 1.450, H78 1.092, H79 1.092, H80 1.091
76 C -1.2300 7.3615 0.6752  N74 1.452, H81 1.093, H82 1.093, H83 1.093
77 H -3.1328 4.5711 0.5474  C72 1.103
78 H -1.8461 6.4501 -1.8617  C75 1.092
79 H -3.2369 7.3694 -1.2270  C75 1.092
80 H -3.3299 5.5987 -1.3728  C75 1.091
81 H -0.2717 6.9062 0.9379  C76 1.093
82 H -1.6567 7.8214 1.5700  C76 1.093
83 H -1.0775 8.1228 -0.0935  C76 1.093
84 C -7.1741 -3.4233 -6.6904  O85 1.219, N86 1.360, H89 1.101
85 O -6.6950 -3.4259 -5.5690  C84 1.219
86 N -6.5888 -3.9585 -7.7954  C84 1.360, C87 1.449, C88 1.451
87 C -7.2226 -3.9163 -9.0982  N86 1.449, H90 1.093, H91 1.093, H92 1.091
88 C -5.2897 -4.5911 -7.6662  N86 1.451, H93 1.093, H94 1.093, H95 1.090
89 H -8.1557 -2.9692 -6.8984  C84 1.101
90 H -7.3694 -4.9381 -9.4564  C87 1.093
91 H -6.5749 -3.3754 -9.7924  C87 1.093
92 H -8.1892 -3.4137 -9.0461  C87 1.091
93 H -5.3616 -5.4152 -6.9523  C88 1.093
94 H -4.5711 -3.8608 -7.2865  C88 1.093
95 H -4.9518 -4.9703 -8.6307  C88 1.090
96 C 1.9081 -6.7537 -1.3690  O97 1.218, N98 1.362, H101 1.102
97 O 2.3304 -6.8957 -0.2355  C96 1.218
98 N 2.2048 -5.7119 -2.1943  C96 1.362, C99 1.449, C100 1.450
99 C 1.6609 -5.6132 -3.5341  N98 1.449, H102 1.093, H103 1.093, H104 1.091
100 C 3.0925 -4.6688 -1.7183  N98 1.450, H105 1.093, H106 1.093, H107 1.090
101 H 1.2274 -7.4880 -1.8282  C96 1.102
102 H 2.4841 -5.5934 -4.2525  C99 1.093
103 H 1.0817 -4.6902 -3.6167  C99 1.093
104 H 1.0134 -6.4624 -3.7560  C99 1.091
105 H 4.0568 -5.1104 -1.4562  C100 1.093
106 H 2.6622 -4.2120 -0.8237  C100 1.093
107 H 3.2343 -3.9079 -2.4861  C100 1.090
108 C 9.4405 2.7151 1.7907  O109 1.216, N110 1.362, H113 1.102
109 O 9.6081 3.8988 1.5668  C108 1.216
110 N 10.1991 1.7023 1.2872  C108 1.362, C111 1.449, C112 1.451
111 C 9.9342 0.3132 1.6024  N110 1.449, H114 1.093, H115 1.093, H116 1.091
112 C 11.3069 2.0247 0.4079  N110 1.451, H117 1.092, H118 1.093, H119 1.090
113 H 8.6280 2.3613 2.4459  C108 1.102
114 H 10.8139 -0.1164 2.0879  C111 1.093
115 H 9.7266 -0.2293 0.6766  C111 1.093
116 H 9.0767 0.2210 2.2706  C111 1.091
117 H 12.0087 2.6726 0.9380  C112 1.092
118 H 10.9275 2.5605 -0.4654  C112 1.093
119 H 11.8173 1.1161 0.0873  C112 1.090
120 C -0.0846 10.5961 -1.0587  O121 1.220, N122 1.359, H125 1.101
121 O -0.7490 9.5928 -1.2609  C120 1.220
122 N -0.5788 11.8592 -0.9680  C120 1.359, C123 1.449, C124 1.451
123 C 0.2765 13.0040 -0.7253  N122 1.449, H126 1.093, H127 1.093, H128 1.091
124 C -2.0064 12.0681 -1.1189  N122 1.451, H129 1.093, H130 1.093, H131 1.090
125 H 1.0081 10.5494 -0.9296  C120 1.101
126 H -0.0367 13.4929 0.2003  C123 1.093
127 H 0.1801 13.7039 -1.5587  C123 1.093
128 H 1.3198 12.6995 -0.6333  C123 1.091
129 H -2.5355 11.4977 -0.3518  C124 1.093
130 H -2.3197 11.7075 -2.1015  C124 1.093
131 H -2.2501 13.1261 -1.0221  C124 1.090

Summary:
Net charge ... +1
E_tot ... -99871.92196 eV
2S+1 ... 1
HOMO-LUMO gap ... 0.2402 Ha